Entry 1:
Molecular formula: C3H10O3
Method: DFT, ωB97M-V/def2-TZVPD

CARTESIAN COORDINATES (ANGSTROEM)
O  3.203  -0.567  0.663
C  2.359  -0.170  -0.099
C  0.966  0.181  0.360
C  0.320  1.390  -0.304
H  2.464  -0.205  -1.195
H  0.974  0.320  1.466
H  0.489  -0.797  0.368
H  1.065  2.181  -0.443
H  -0.397  1.785  0.423
H  -0.298  1.176  -1.160
H  -1.227  -0.452  -0.613
H  -1.845  -1.116  -1.894
O  -1.486  -0.310  -1.540
H  -1.789  -1.397  1.982
H  -2.851  -0.912  0.897
O  -1.948  -1.108  1.089

Properties
- Molar mass: 94.11 g mol⁻¹
- Max |F|: 1.7 eV/A
- Electronic energy: -9414.7424 eV
- HOMO energy: -9.53 eV
- SMILES: CCC=O.O.O
- ΔE to the lowest compared entry with this formula, charge and spin: 76.27 kJ/mol
- Total charge: 0



Entry 2:
Molecular formula: C39H30N8Zn
Method: DFT, ωB97M-V/def2-TZVPD

CARTESIAN COORDINATES (ANGSTROEM)
Zn  0.456  1.079  -1.096
C  4.534  -0.247  0.219
C  3.450  0.098  -0.575
N  2.249  0.260  -0.053
C  2.088  0.086  1.265
C  3.204  -0.232  2.053
N  4.402  -0.395  1.534
C  0.706  0.151  1.742
C  0.316  -0.199  3.033
C  -1.043  -0.347  3.318
C  -1.961  -0.115  2.287
C  -1.496  0.268  1.034
N  -0.194  0.414  0.795
C  -2.349  0.371  -0.154
C  -3.749  0.343  -0.158
N  -4.445  0.325  -1.278
C  -3.774  0.347  -2.423
C  -2.388  0.443  -2.440
N  -1.696  0.450  -1.318
C  -1.503  -0.822  4.629
C  -0.737  -1.706  5.392
C  -1.238  -2.152  6.604
N  -2.416  -1.796  7.086
C  -3.146  -0.961  6.367
C  -2.741  -0.442  5.149
H  5.520  -0.405  -0.192
H  3.533  0.255  -1.640
H  3.141  -0.346  3.126
H  1.059  -0.379  3.794
H  -3.011  -0.298  2.451
H  -4.332  0.348  0.751
H  -4.359  0.298  -3.332
H  -1.820  0.517  -3.359
H  0.218  -2.061  5.038
H  -0.676  -2.845  7.218
H  -4.112  -0.704  6.782
H  -3.370  0.260  4.624
C  1.755  2.000  -5.053
C  1.862  0.773  -5.682
C  1.565  -0.379  -4.985
C  1.153  -0.345  -3.644
C  1.033  0.898  -2.990
C  1.344  2.041  -3.730
C  0.847  -1.612  -2.948
C  0.951  -2.843  -3.655
C  0.663  -4.027  -3.053
C  0.252  -4.032  -1.707
C  -0.080  -5.214  -1.023
C  -0.476  -5.177  0.284
C  -0.546  -3.940  0.938
C  -0.227  -2.775  0.294
C  0.182  -2.766  -1.058
N  0.476  -1.601  -1.680
H  1.991  2.909  -5.589
H  2.173  0.702  -6.716
H  1.664  -1.310  -5.521
H  1.264  3.011  -3.259
H  1.258  -2.859  -4.684
H  0.742  -4.961  -3.593
H  -0.020  -6.153  -1.555
H  -0.733  -6.085  0.811
H  -0.863  -3.914  1.973
H  -0.291  -1.846  0.822
C  -1.913  3.615  -1.408
C  -0.701  3.973  -0.620
C  -0.446  5.210  -0.027
C  0.783  5.092  0.609
C  1.218  3.788  0.380
C  2.489  3.201  0.875
N  0.312  3.104  -0.375
H  -2.454  4.520  -1.676
H  -2.588  2.987  -0.821
H  -1.646  3.076  -2.317
H  -1.069  6.085  -0.078
H  1.308  5.850  1.163
H  3.128  3.986  1.276
H  3.017  2.682  0.074
H  2.304  2.474  1.672

Properties
- Molar mass: 676.12 g mol⁻¹
- Max |F|: 1.3 eV/A
- Electronic energy: -101269.7829 eV
- HOMO energy: -6.03 eV
- Total charge: 0



Entry 3:
Molecular formula: C4H9ClIN
Method: DFT, ωB97M-V/def2-TZVPD

CARTESIAN COORDINATES (ANGSTROEM)
C  -0.004  0.661  -1.816
C  -0.705  1.154  0.658
C  0.438  -1.583  1.167
C  -0.388  0.097  -0.423
N  0.690  -0.836  -0.041
Cl  -1.837  -0.911  -0.580
I  2.582  0.215  0.020
H  0.380  -0.254  -2.481
H  -0.795  1.248  -2.311
H  0.900  1.208  -1.640
H  -1.223  0.734  1.448
H  0.279  1.485  1.167
H  -1.242  1.970  0.319
H  1.341  -2.120  1.487
H  -0.042  -0.786  1.985
H  -0.373  -2.282  1.043

Properties
- Molar mass: 233.48 g mol⁻¹
- Max |F|: 3.8 eV/A
- Electronic energy: -26405.5145 eV
- HOMO energy: -8.91 eV
- SMILES: CN(I)C(C)(C)Cl
- ΔE to the lowest compared entry with this formula, charge and spin: 106.72 kJ/mol
- Total charge: 0